No. 1
Density functional theory data (the ωB97M-V functional and the def2-TZVPD basis) for a molecular structure, C37H29BrClN8NiO3 at a distorted geometry.

Multiplicity: 1
Charge: -1

CARTESIAN COORDINATES (ANGSTROEM)
Ni -1.30913 -1.07972 -0.13594
C -5.66734 -1.44109 5.23265
C -4.67351 -0.98725 4.19716
C -4.74243 0.28315 3.62654
C -3.87439 0.66922 2.62550
C -2.86146 -0.17836 2.14839
N -2.03612 0.18492 1.10884
C -1.34743 1.37654 1.19345
C -1.01459 1.98020 2.41772
C -0.25525 3.12857 2.49235
C 0.24536 3.74444 1.34775
C 1.14628 4.94774 1.42322
C -0.07592 3.16970 0.13027
C -0.86760 2.03309 0.04877
N -1.21227 1.55075 -1.24532
C -1.29692 2.25383 -2.39340
C -1.74182 1.40067 -3.37553
C -1.91791 0.17143 -2.73245
N -1.59619 0.28106 -1.45185
C -2.76797 -1.42987 2.77265
C -3.67472 -1.83413 3.74544
N -1.68694 -2.29682 2.45883
C -1.06314 -3.15632 3.28928
C -0.16854 -3.88725 2.54326
C -0.30585 -3.39911 1.23904
N -1.22911 -2.45101 1.20590
H -6.17309 -0.58854 5.68683
H -5.18304 -2.00691 6.03043
H -6.43510 -2.08420 4.79537
H -5.50997 0.97461 3.95723
H -3.96103 1.65133 2.17728
H -1.34036 1.49485 3.32818
H -0.01029 3.53583 3.46742
H 1.02917 5.46401 2.37668
H 0.92905 5.66164 0.62647
H 2.19798 4.66417 1.33122
H 0.30828 3.61171 -0.78172
H -1.07232 3.30436 -2.42247
H -1.91976 1.63562 -4.40954
H -2.26102 -0.77810 -3.10602
H -3.59027 -2.83476 4.15463
H -1.29568 -3.16978 4.33935
H 0.50420 -4.64920 2.89359
H 0.18754 -3.67145 0.31819
Br 2.05974 4.51958 -4.30810
C 3.20178 3.19714 -3.55569
C 3.27677 3.06586 -2.17739
C 4.10026 2.10089 -1.62710
C 4.86354 1.26899 -2.45112
C 4.79723 1.44441 -3.82957
C 3.95614 2.39433 -4.39029
N 5.85806 0.38566 -1.94229
N 5.65991 -0.35424 -0.94419
C 4.39802 -0.64619 -0.43583
C 4.31400 -0.68433 0.95602
C 3.11275 -0.70658 1.62509
C 1.86535 -0.72744 0.92918
O 0.76150 -0.62085 1.48950
C 1.95937 -0.95795 -0.53367
N 0.80874 -1.25559 -1.18561
C 0.86162 -1.53648 -2.46730
C 2.05573 -1.56415 -3.19587
C 3.22405 -1.25435 -2.55952
C 3.20712 -0.90998 -1.19241
H 2.69115 3.70803 -1.53390
H 4.14319 1.98580 -0.55203
H 5.41611 0.82036 -4.46235
H 3.89573 2.51215 -5.46360
H 5.24778 -0.60812 1.50385
H 3.07281 -0.66526 2.70607
H -0.07443 -1.76895 -2.95362
H 2.03855 -1.84229 -4.24122
H 4.16546 -1.29793 -3.08973
Cl -2.13576 -3.40479 -4.62235
C -2.58170 -4.19987 -3.06634
C -1.71651 -3.61713 -1.93610
O -0.76003 -4.28999 -1.55084
O -2.12351 -2.49215 -1.51291
H -2.39467 -5.26034 -3.19441
H -3.63521 -3.98782 -2.91007

Atomic forces in eV per Å
-1.09 -0.28 -0.08
-0.01 0.00 0.01
0.00 0.04 -0.02
-0.03 -0.02 0.03
0.03 -0.01 -0.06
-0.05 -0.08 0.07
0.34 0.17 -0.08
-0.04 -0.09 0.08
-0.04 0.00 0.02
0.01 -0.01 -0.01
-0.01 0.01 0.01
0.00 0.01 -0.01
0.04 0.00 0.00
0.07 0.01 -0.04
-0.12 -0.04 0.02
-0.04 0.05 -0.02
-0.02 0.01 0.00
-0.12 0.01 0.06
0.33 -0.10 -0.05
0.10 0.00 0.04
0.02 -0.01 -0.01
-0.11 -0.03 -0.03
0.01 -0.04 0.02
-0.06 0.03 0.03
-0.04 0.00 -0.02
0.31 0.16 -0.18
0.00 0.00 0.00
0.00 0.00 -0.01
0.00 0.00 -0.01
0.00 0.00 0.01
0.00 0.00 0.00
0.00 0.01 0.00
0.00 0.01 0.00
0.00 0.00 0.00
0.00 0.00 0.00
0.01 -0.01 0.01
0.01 -0.02 -0.02
0.02 0.01 0.01
0.00 0.00 0.00
0.04 -0.04 0.00
0.00 0.00 0.00
0.00 0.00 0.00
0.00 0.00 0.00
-0.03 0.00 0.10
-0.04 -0.01 0.02
0.01 0.00 0.00
-0.01 0.00 0.01
-0.03 -0.06 0.03
-0.07 -0.21 -0.05
-0.05 -0.01 -0.04
0.02 -0.01 0.01
0.00 0.05 0.08
0.06 -0.06 -0.01
-0.04 0.11 -0.03
-0.01 -0.02 0.03
0.05 0.03 -0.02
-0.10 -0.03 0.08
0.20 0.10 -0.01
0.00 0.00 0.00
0.21 -0.02 0.20
-0.04 -0.01 0.00
0.00 0.00 -0.01
0.01 0.09 0.00
0.07 0.10 -0.06
-0.01 0.02 0.01
0.01 -0.02 0.01
0.00 0.00 0.00
0.00 0.00 0.00
-0.01 0.00 0.01
0.00 0.00 0.00
-0.10 -0.07 -0.02
0.00 -0.01 0.00
0.05 0.04 -0.02
-0.02 0.02 -0.01
0.04 0.05 -0.06
-0.13 -0.17 0.21
0.02 0.06 -0.16
0.35 0.30 -0.11
0.01 0.00 0.00
0.01 -0.02 0.03



No. 2
Density functional theory data (the ωB97M-V functional and the def2-TZVPD basis) for 3 unconnected molecules or ions with the total composition C37H29F3NO6 at a distorted geometry.

Multiplicity: 1
Charge: +1

CARTESIAN COORDINATES (ANGSTROEM)
C -3.50371 -4.72910 3.26068
C -3.13214 -4.01967 1.79233
O -3.40807 -4.80287 0.71469
O -2.51556 -2.68613 1.72523
C -2.46970 -2.21098 0.32619
C -2.15480 -0.59569 0.28834
C -0.58465 -0.19527 0.53623
C 0.59773 -1.01421 -0.29908
N 1.72451 -0.96553 0.52107
C 2.99716 -1.60964 -0.02515
F 4.13579 -0.85721 0.61896
F 3.11302 -1.28552 -1.49474
F 3.06555 -3.07413 0.21900
C 1.50457 -0.25474 1.87257
C -0.08029 0.22344 2.05594
H -4.65140 -4.97014 3.32166
H -3.11899 -4.11062 4.17690
H -2.93442 -5.77776 3.22941
H -3.57003 -2.33521 -0.11990
H -1.77106 -2.84838 -0.36911
H -2.45548 -0.23428 -0.80900
H -2.80159 0.02144 1.05691
H -0.52527 0.86487 -0.00937
H 0.45912 -1.47418 -1.36693
H 2.35151 0.47039 2.23279
H 1.61054 -1.15080 2.64644
H 0.02574 1.40909 2.04307
H -0.66976 -0.17262 2.98605
C -7.06584 4.44526 3.79602
C -5.87890 3.73020 3.63838
C -5.77355 2.76400 2.63657
C -6.86320 2.50312 1.79688
C -8.05791 3.20075 1.97044
C -8.15586 4.18253 2.96504
C -9.22957 2.89904 1.12295
O -10.27831 3.51388 1.27242
C -9.12182 1.84035 0.09940
C -10.24205 1.50412 -0.67188
C -10.14520 0.51327 -1.65124
C -8.93052 -0.13631 -1.86915
C -7.81443 0.19270 -1.09848
C -7.91330 1.17638 -0.10554
C -6.73676 1.49201 0.72843
O -5.67007 0.91831 0.54069
H -7.14497 5.20473 4.57079
H -5.03358 3.92611 4.29430
H -4.84208 2.21334 2.51601
H -9.08097 4.74078 3.09755
H -11.19331 2.00870 -0.51027
H -11.01764 0.25009 -2.24542
H -8.85289 -0.90311 -2.63689
H -6.87072 -0.32212 -1.27097
C 6.43341 -2.91438 -1.26907
C 6.78034 -2.40956 -0.01615
C 7.63958 -1.31394 0.08176
C 8.16366 -0.72831 -1.07705
C 7.83623 -1.24847 -2.32859
C 6.95970 -2.33704 -2.42553
C 8.42219 -0.67005 -3.55504
O 8.13230 -1.12413 -4.65504
C 9.36863 0.45698 -3.43612
C 9.97615 0.97737 -4.58632
C 10.86226 2.05193 -4.48416
C 11.13633 2.61450 -3.23785
C 10.53687 2.09450 -2.08977
C 9.65872 1.00710 -2.18848
C 9.05754 0.44142 -0.96458
O 9.30147 0.93230 0.13166
H 5.75651 -3.76245 -1.34582
H 6.38016 -2.86757 0.88566
H 7.90189 -0.92195 1.06305
H 6.68878 -2.73992 -3.39987
H 9.76513 0.54597 -5.56355
H 11.33691 2.45107 -5.37795
H 11.82094 3.45620 -3.15879
H 10.75942 2.53574 -1.11963

Atomic forces in eV per Å
1.06 0.04 -0.58
-1.43 -4.19 -3.84
2.08 5.89 6.37
-1.38 -3.15 -1.28
-1.69 0.94 -1.03
0.24 -0.68 -0.58
-0.46 1.73 -1.50
0.37 1.61 4.21
-2.58 -0.83 -4.10
2.95 1.01 -0.60
-4.11 -3.24 -2.14
-0.67 -1.69 5.33
-0.23 5.77 -1.00
0.30 -2.24 3.92
2.08 0.89 -2.52
2.34 0.79 -0.31
-0.90 -1.12 -1.87
-1.25 2.44 0.01
2.49 0.22 0.91
-1.09 1.19 1.58
0.65 -0.80 2.46
1.24 -1.44 -1.57
0.05 -2.19 0.72
0.83 0.79 2.25
-1.68 -1.15 -1.60
0.05 1.75 -1.58
-0.79 -2.68 0.36
1.42 0.43 -2.06
-0.21 -0.14 -0.25
-0.05 -0.24 -0.31
-0.05 0.28 0.27
0.25 0.26 0.45
0.30 0.35 0.51
0.24 0.03 0.17
-1.41 0.79 0.16
0.76 -0.43 -0.09
-0.31 -0.38 -0.48
0.02 -0.22 -0.22
0.10 0.26 0.29
0.24 0.14 0.24
-0.28 -0.07 -0.16
-0.16 -0.35 -0.44
0.93 -0.55 -0.20
-0.25 0.16 0.08
0.00 -0.15 -0.16
-0.15 -0.03 -0.13
-0.31 0.06 -0.11
0.15 -0.25 -0.16
0.33 -0.02 0.08
0.17 0.07 0.13
0.00 0.15 0.15
-0.18 0.21 0.17
0.16 0.24 -0.22
0.24 0.31 -0.11
-0.23 -0.26 0.02
-0.41 -0.53 0.24
-0.41 -0.46 0.35
-0.13 -0.12 0.25
-0.23 -0.44 -1.45
0.11 0.24 0.73
0.40 0.38 -0.29
0.20 0.25 0.00
-0.27 -0.29 0.08
-0.21 -0.21 0.23
0.13 0.11 -0.24
0.37 0.42 -0.22
0.46 0.75 1.30
-0.23 -0.36 -0.67
0.14 0.11 -0.02
0.10 0.07 -0.13
0.05 0.04 -0.32
0.20 0.21 0.15
-0.07 0.00 0.33
-0.11 -0.10 0.17
-0.14 -0.17 0.00
-0.15 -0.24 -0.17



Gap between HOMO and LUMO (Ha)
0.2282 0.2085
Highest occupied orbital energy (eV)
-3.909 -11.231